Record 1
A structure of composition C6H11O4Sr at a distorted geometry. Source: the Open Molecules 2025 dataset; level of theory: ωB97M-V/def2-TZVPD.

## Properties
Frontier orbital gap = 8.805 eV
Multiplicity = 1
Total charge = +1
Maximum force = 9.8 eV Å⁻¹

Geometry as XYZ:
```
22
C6H11O4Sr, DFT ωB97M-V/def2-TZVPD
O 0.29 -0.26 1.65
C 1.60 0.26 1.40
C 1.65 0.59 -0.07
O 1.04 -0.45 -0.83
C 0.53 -0.07 -2.11
C -0.88 -0.55 -2.41
O -1.52 -1.14 -1.32
Sr -0.48 -1.81 0.16
H 2.33 -0.51 1.69
H 1.80 1.15 2.00
H 2.68 0.79 -0.40
H 1.01 1.48 -0.21
H 1.24 -0.44 -2.86
H 0.43 1.03 -2.08
H -0.83 -1.27 -3.25
H -1.47 0.33 -2.73
C -2.21 -0.70 0.90
O -1.93 0.36 1.63
C -0.70 0.43 2.35
H -3.30 -0.71 0.75
H -0.49 1.51 2.43
H -0.80 -0.03 3.34
```



Record 2
The molecule C19H22N2O4. Source: the Open Molecules 2025 dataset; level of theory: ωB97M-V/def2-TZVPD.

## Properties
Energy above the lowest of the compared OMol25 structures with the same formula, charge and spin = 45.3 kcal per mole
Frontier orbital gap = 8.604 eV
Multiplicity = 1
Total charge = 0
Maximum force = 0.7 eV Å⁻¹

Geometry as XYZ:
```
47
C19H22N2O4, DFT ωB97M-V/def2-TZVPD
C -1.97 -1.93 -1.76
H -2.90 -2.39 -1.43
O -1.01 -2.30 -0.80
C 0.22 -1.71 -0.83
C 0.64 -0.88 -1.87
C 1.84 -0.20 -1.82
C 2.68 -0.35 -0.73
C 2.30 -1.23 0.27
C 1.09 -1.92 0.25
O 0.88 -2.69 1.35
C -0.20 -3.60 1.40
H -0.04 -4.18 2.32
H -1.16 -3.09 1.46
H -0.21 -4.27 0.54
H 2.93 -1.40 1.14
C 3.81 0.64 -0.48
N 3.34 1.50 0.62
C 2.08 2.03 0.35
O 1.86 2.71 -0.62
N 1.11 1.68 1.29
C -0.23 1.50 0.98
C -0.88 2.25 -0.01
C -2.19 1.97 -0.33
C -2.90 0.96 0.32
C -2.25 0.23 1.32
C -0.94 0.51 1.66
H -0.45 -0.07 2.43
H -2.79 -0.55 1.83
C -4.29 0.58 -0.01
O -4.80 -0.43 0.42
C -5.06 1.52 -0.92
H -6.09 1.18 -0.99
H -4.61 1.52 -1.91
H -5.03 2.53 -0.53
H -2.66 2.55 -1.11
H -0.34 3.01 -0.53
H 1.43 1.09 2.05
H 3.40 1.01 1.51
C 5.15 0.02 -0.13
H 5.06 -0.63 0.74
H 5.50 -0.58 -0.96
H 5.87 0.79 0.09
H 3.92 1.29 -1.36
H 2.10 0.47 -2.62
H 0.00 -0.73 -2.72
H -2.10 -0.84 -1.79
H -1.71 -2.30 -2.76
```



Record 3
A structure of composition C13H26LaN6O6S at a distorted geometry. Source: the Open Molecules 2025 dataset; level of theory: ωB97M-V/def2-TZVPD.

## Properties
Energy above the lowest of the compared OMol25 structures with the same formula, charge and spin = 17.5 kcal per mole
Frontier orbital gap = 5.740 eV
Multiplicity = 1
Total charge = +1
Maximum force = 4.2 eV Å⁻¹

Geometry as XYZ:
```
53
C13H26LaN6O6S, DFT ωB97M-V/def2-TZVPD
O 1.84 -0.96 -2.45
H 2.29 -1.61 -3.02
La -0.10 0.05 -1.44
N -1.14 -1.23 0.72
N -1.05 -2.18 -1.60
N 0.15 1.65 0.51
N 1.81 1.72 -1.53
O -0.99 -0.82 1.96
O -0.65 1.66 1.62
O 2.85 1.86 -2.48
O -1.45 -1.57 -2.71
C -2.01 -2.75 -0.81
C -1.98 -2.29 0.53
C 0.95 2.74 0.43
C 1.86 2.75 -0.69
C -2.88 -2.84 1.58
H -3.90 -2.41 1.50
H -2.48 -2.61 2.57
H -2.97 -3.93 1.46
C -3.01 -3.70 -1.36
H -2.58 -4.18 -2.25
H -3.94 -3.18 -1.66
H -3.27 -4.48 -0.63
C 0.94 3.84 1.43
C 2.90 3.77 -0.96
H 0.43 3.52 2.34
H 0.44 4.74 1.04
H 1.97 4.12 1.69
H 2.78 4.18 -1.97
H 3.90 3.33 -0.89
H 2.84 4.59 -0.24
H -0.82 0.64 1.79
H 2.83 1.04 -3.01
C 1.93 -1.40 -0.95
H 1.07 -2.04 -0.69
H 2.04 -0.50 -0.31
H 2.85 -1.99 -0.84
O 1.36 -2.17 2.81
H 1.89 -1.66 3.46
H 0.56 -1.62 2.64
C -2.59 3.83 -0.09
N -2.99 2.44 -0.21
C -3.87 1.79 0.63
C -4.03 0.53 0.15
N -3.24 0.43 -0.98
C -2.64 1.64 -1.25
S -1.73 2.13 -2.59
H -1.59 3.91 0.36
H -2.57 4.30 -1.08
H -3.31 4.34 0.56
H -4.29 2.31 1.48
H -4.63 -0.29 0.51
H -3.25 -0.34 -1.65
```



Record 4
A structure of composition C15H11Cl2NO3RuSTl at a distorted geometry. Source: the Open Molecules 2025 dataset; level of theory: ωB97M-V/def2-TZVPD.

## Properties
⟨S²⟩ = 8.80
Energy above the lowest of the compared OMol25 structures with the same formula, charge and spin = 39.4 kcal per mole
Frontier orbital gap (spin up / spin down) = 6.996 / 4.744 eV
Multiplicity = 6
Total charge = +4
Maximum force = 8.1 eV Å⁻¹

Geometry as XYZ:
```
35
C15H11Cl2NO3RuSTl, DFT ωB97M-V/def2-TZVPD
Tl -0.32 0.13 -5.01
Ru -0.03 0.65 -2.07
Cl -1.33 -1.67 -3.20
Cl -0.97 2.41 -3.44
C 1.25 1.84 -1.50
C 0.21 -1.88 -6.34
C 0.31 1.56 -6.88
O 1.83 2.79 -1.16
O 0.60 -2.72 -7.00
O 0.75 2.12 -7.78
N 0.19 -0.75 -0.73
S -1.11 -0.69 0.48
C -0.33 -1.75 1.67
C 1.06 -1.74 1.73
C 1.68 -2.55 2.69
C 0.91 -3.34 3.55
C -0.50 -3.35 3.46
C -1.13 -2.56 2.50
C -0.86 0.99 1.01
C -1.28 2.01 0.15
C -1.04 3.34 0.53
C -0.31 3.60 1.71
C 0.15 2.55 2.51
C -0.14 1.22 2.18
H 0.31 -1.77 -0.89
H 1.60 -1.11 1.03
H 2.77 -2.52 2.75
H 1.41 -3.96 4.30
H -1.09 -3.97 4.12
H -2.22 -2.53 2.37
H -1.84 1.77 -0.76
H -1.39 4.14 -0.11
H -0.09 4.63 1.98
H 0.72 2.74 3.41
H 0.21 0.36 2.74
```



Record 5
The molecule C3H7NS at a distorted geometry. Source: the Open Molecules 2025 dataset; level of theory: ωB97M-V/def2-TZVPD.

## Properties
Energy above the lowest of the compared OMol25 structures with the same formula, charge and spin = 45.0 kcal per mole
Frontier orbital gap = 10.176 eV
Multiplicity = 1
Total charge = 0
Maximum force = 4.5 eV Å⁻¹

Geometry as XYZ:
```
12
C3H7NS, DFT ωB97M-V/def2-TZVPD
C -0.15 0.92 0.03
C 1.08 0.01 -0.34
C 1.52 -0.93 0.51
N -1.50 0.77 -0.29
S -2.35 -0.65 0.31
H -0.14 1.07 1.15
H 0.14 1.83 -0.39
H 1.30 0.17 -1.34
H 2.37 -1.51 0.37
H -1.75 -1.74 -0.30
H 1.10 -0.95 1.58
H -1.63 1.00 -1.27
```



Record 6
A structure of composition C25H35N2O10PReSi at a distorted geometry. Source: the Open Molecules 2025 dataset; level of theory: ωB97M-V/def2-TZVPD.

## Properties
⟨S²⟩ = 3.77
Energy above the lowest of the compared OMol25 structures with the same formula, charge and spin = 42.6 kcal per mole
Frontier orbital gap (spin up / spin down) = 6.502 / 6.221 eV
Multiplicity = 4
Total charge = +2
Maximum force = 6.2 eV Å⁻¹

Geometry as XYZ:
```
75
C25H35N2O10PReSi, DFT ωB97M-V/def2-TZVPD
Re 0.01 0.84 0.03
C -1.12 -2.72 4.41
O -1.23 -1.87 3.22
C -2.38 -0.96 3.26
C -2.47 -0.29 1.89
O -1.47 0.74 1.64
C -1.56 1.90 2.50
C -1.14 3.21 1.86
O 0.19 2.96 1.35
C 0.78 4.15 0.90
H -0.95 -3.75 4.17
H -0.32 -2.34 5.07
H -2.10 -2.71 4.95
H -3.38 -1.37 3.57
H -2.14 -0.24 4.04
H -2.38 -0.95 1.03
H -3.43 0.17 1.78
H -2.66 2.00 2.86
H -0.88 1.74 3.38
H -1.87 3.57 1.17
H -0.95 3.99 2.59
H 1.24 4.65 1.77
H 1.39 3.92 0.04
H 0.00 4.80 0.45
O -0.50 4.92 -4.31
C -0.39 4.05 -3.48
C -1.46 3.20 -2.84
O -2.61 2.99 -3.31
C -0.80 2.68 -1.75
C 0.61 2.67 -1.90
O 1.37 1.85 -1.17
C 0.98 3.36 -3.07
O 2.10 3.36 -3.60
O -1.44 2.03 -0.76
N 3.93 0.86 -0.15
C 3.81 -0.55 0.42
P 2.61 -0.62 1.83
O 2.31 -1.95 2.44
O 1.38 0.30 1.28
C 3.34 0.40 3.21
N 2.92 -0.32 4.53
H 4.58 0.91 -0.99
H 4.17 1.59 0.49
H 3.02 1.17 -0.57
H 4.78 -1.03 0.67
H 3.58 -1.20 -0.48
H 2.89 1.44 3.17
H 4.41 0.39 3.28
H 2.24 -1.07 4.26
H 2.67 0.41 5.19
H 3.75 -0.79 4.94
C -0.92 -0.36 -6.00
C -0.05 -1.36 -5.71
C 0.16 -1.73 -4.41
C -0.43 -0.96 -3.31
C -1.33 0.05 -3.68
C -1.49 0.42 -5.03
Si 0.19 -1.10 -1.48
C -0.98 -2.51 -0.92
C -2.07 -2.82 -1.76
C -2.77 -4.02 -1.52
C -2.31 -4.92 -0.61
C -1.26 -4.60 0.26
C -0.56 -3.43 0.07
H -1.06 -0.10 -7.06
H 0.51 -1.76 -6.57
H 0.90 -2.52 -4.18
H -1.95 0.52 -2.94
H -2.14 1.26 -5.16
H 1.53 -1.75 -1.62
H -2.30 -2.25 -2.64
H -3.61 -4.26 -2.19
H -2.82 -5.88 -0.57
H -0.98 -5.23 1.02
H 0.32 -3.24 0.72
```